Record 1
An isolated molecule of C5H9N3O2S at a distorted geometry, computed with ωB97M-V/def2-TZVPD.

## Properties
E_tot	-24726.409	eV
gap between HOMO and LUMO (alpha / beta)	5.87 / 7.74	eV
spin multiplicity	3
E_LUMO (alpha / beta)	0.473 / -2.246	eV

CARTESIAN COORDINATES (ANGSTROEM)
C1 -0.08 -0.57 1.16
C2 -0.53 -0.45 -0.30
C3 1.25 -0.45 1.44
C4 0.58 0.36 -0.96
C5 2.02 -0.07 -0.59
N1 2.29 -0.33 0.61
N2 3.09 0.06 -1.45
N3 -2.93 0.99 1.10
O1 -2.98 0.55 -1.44
O2 -3.01 -1.34 0.11
S1 -2.52 -0.03 -0.23
H1 -0.74 -0.77 2.01
H2 -0.67 -1.43 -0.82
H3 1.55 -0.50 2.48
H4 0.60 0.29 -2.04
H5 0.55 1.47 -0.86
H6 2.92 0.03 -2.44
H7 3.95 -0.13 -0.96
H8 -3.13 0.61 2.02
H9 -2.20 1.71 1.13


Record 2
The ion C26H41N3O5PS2 with charge +1 at a distorted geometry, computed with ωB97M-V/def2-TZVPD.

## Properties
SMILES string	CCN(CC)C(=S)SCCC[C@]1(N(C(C)=O)C(C)=O)OCC[N@H+](P(C)CC)[C@@H]1OC(=O)c1ccccc1
E_tot	-73285.649	eV
gap between HOMO and LUMO	7.96	eV
total charge	+1
spin multiplicity	1
E_LUMO	-2.580	eV

CARTESIAN COORDINATES (ANGSTROEM)
C1 -0.34 -3.34 -1.26
C2 1.02 -4.05 -1.51
N1 2.17 -3.20 -1.15
C3 2.82 -3.66 0.12
C4 2.15 -2.98 1.32
C5 3.21 -3.31 -2.16
S1 3.82 -4.75 -2.61
S2 3.86 -1.88 -2.93
C6 3.43 -0.43 -1.88
C7 1.92 -0.23 -1.74
C8 1.50 1.27 -1.77
C9 1.24 1.85 -0.35
N2 1.52 3.29 -0.41
C10 0.93 3.96 -1.59
C11 1.92 4.44 -2.64
O1 -0.25 4.16 -1.74
C12 1.12 3.99 0.80
C13 2.27 4.44 1.70
O2 -0.02 4.26 1.10
O3 2.24 1.25 0.46
C14 1.89 1.04 1.80
C15 0.58 0.26 1.89
N3 -0.48 1.24 1.47
P1 -2.16 0.64 1.86
C16 -2.17 -1.20 1.81
C17 -2.45 1.17 3.64
C18 -2.98 0.01 4.50
C19 -0.25 1.51 0.02
O4 -0.80 0.45 -0.72
C20 -1.85 0.77 -1.60
O5 -1.74 1.59 -2.48
C21 -3.12 -0.04 -1.48
C22 -4.22 0.40 -0.78
C23 -5.33 -0.40 -0.70
C24 -5.33 -1.62 -1.32
C25 -4.25 -2.03 -2.04
C26 -3.14 -1.24 -2.13
H1 -0.79 -3.76 -0.35
H2 -1.03 -3.58 -2.06
H3 -0.23 -2.26 -1.16
H4 1.01 -4.97 -0.93
H5 1.05 -4.34 -2.56
H6 2.82 -4.75 0.18
H7 3.87 -3.36 0.04
H8 2.75 -2.12 1.62
H9 1.15 -2.63 1.05
H10 2.07 -3.67 2.16
H11 3.91 0.40 -2.40
H12 3.94 -0.52 -0.93
H13 1.51 -0.75 -0.88
H14 1.47 -0.67 -2.63
H15 2.36 1.78 -2.21
H16 0.66 1.44 -2.44
H17 1.84 3.73 -3.46
H18 1.61 5.41 -3.03
H19 2.94 4.42 -2.26
H20 3.19 3.93 1.43
H21 2.37 5.52 1.67
H22 2.03 4.16 2.72
H23 1.74 1.97 2.37
H24 2.67 0.50 2.34
H25 0.44 -0.09 2.91
H26 0.65 -0.55 1.16
H27 -0.34 2.11 1.99
H28 -1.51 -1.63 2.56
H29 -1.88 -1.55 0.82
H30 -3.19 -1.50 2.04
H31 -1.49 1.54 4.02
H32 -3.17 1.98 3.63
H33 -3.86 -0.44 4.06
H34 -2.23 -0.77 4.64
H35 -3.20 0.41 5.49
H36 -0.83 2.41 -0.22
H37 -4.15 1.36 -0.29
H38 -6.17 -0.04 -0.12
H39 -6.20 -2.25 -1.24
H40 -4.26 -2.98 -2.56
H41 -2.27 -1.55 -2.70


Record 3
An isolated molecule of C6H8 at a distorted geometry, computed with ωB97M-V/def2-TZVPD.

## Properties
SMILES string	C#CCC1CC1
E_tot	-6347.146	eV
gap between HOMO and LUMO	10.04	eV
spin multiplicity	1
E_LUMO	0.965	eV

CARTESIAN COORDINATES (ANGSTROEM)
C1 2.39 -1.65 -0.25
C2 1.86 -0.57 -0.03
C3 0.85 0.22 0.64
C4 -0.29 0.82 -0.19
C5 -1.69 0.77 0.35
C6 -1.29 -0.10 -0.81
H1 3.21 -2.15 -0.68
H2 0.87 -0.90 1.05
H3 1.18 0.87 1.46
H4 -0.06 1.72 -0.78
H5 -2.36 1.61 0.15
H6 -1.83 0.31 1.32
H7 -1.15 -1.16 -0.62
H8 -1.68 0.14 -1.79


Record 4
A cluster of 2 separate species, C4H9FN in total at a distorted geometry, computed with ωB97M-V/def2-TZVPD.

## Properties
E_tot	-8488.083	eV
gap between HOMO and LUMO (alpha / beta)	8.02 / 8.07	eV
total charge	+1
spin multiplicity	1
E_LUMO (alpha / beta)	-6.123 / -6.127	eV

CARTESIAN COORDINATES (ANGSTROEM)
C1 -0.75 -1.37 -0.21
C2 -0.59 -2.15 -1.41
C3 -0.97 0.95 1.41
C4 0.98 1.06 0.03
N1 -0.32 0.72 0.25
F1 -1.77 -1.66 0.54
H1 -0.65 -1.35 -2.09
H2 0.50 -2.21 -1.57
H3 -1.25 -2.89 -1.59
H4 -1.01 2.05 1.40
H5 -0.45 0.85 2.44
H6 -1.83 0.31 1.50
H7 1.57 1.40 0.99
H8 1.01 2.06 -0.62
H9 1.44 0.27 -0.64


Record 5
A structure of composition C17H21Br30O4PS at a distorted geometry, computed with ωB97M-V/def2-TZVPD.

## Properties
E_tot	-2147553.302	eV
gap between HOMO and LUMO	0.69	eV
total charge	-2
spin multiplicity	1
E_LUMO	1.087	eV

CARTESIAN COORDINATES (ANGSTROEM)
C1 -7.59 4.68 1.98
C2 -6.46 5.74 2.22
C3 -5.59 5.48 3.46
O1 -5.81 6.12 4.45
O2 -4.55 4.59 3.48
C4 -4.99 3.20 3.62
C5 -5.74 2.87 4.93
C6 -4.84 2.20 6.02
P1 -5.78 2.52 7.59
S1 -7.75 2.24 7.43
C7 -4.81 0.67 5.90
O3 -5.48 -0.05 6.68
O4 -4.08 0.10 5.01
H1 -7.32 4.06 1.10
H2 -7.79 4.03 2.86
H3 -8.51 5.23 1.69
H4 -6.96 6.71 2.40
H5 -5.88 5.88 1.28
H6 -5.62 2.89 2.75
H7 -4.07 2.58 3.55
H8 -6.22 3.75 5.41
H9 -6.59 2.20 4.65
H10 -5.52 3.84 8.06
H11 -5.36 1.65 8.63
C8 -0.81 -1.84 3.99
Br1 0.74 -0.76 4.41
Br2 -1.31 -1.67 2.13
Br3 -0.56 -3.69 4.49
H12 -1.64 -1.45 4.58
C9 2.31 -2.45 0.03
Br4 3.86 -1.38 0.45
Br5 1.80 -2.28 -1.83
Br6 2.56 -4.30 0.53
H13 1.49 -2.07 0.63
C10 1.35 -5.53 -4.55
Br7 2.08 -5.18 -6.30
Br8 -0.41 -6.32 -4.64
Br9 2.55 -6.60 -3.47
H14 1.24 -4.58 -4.05
C11 1.86 -8.31 0.26
Br10 0.77 -7.02 -0.67
Br11 2.78 -9.49 -0.97
Br12 3.09 -7.47 1.50
H15 1.19 -8.92 0.85
C12 6.43 -5.45 -7.35
Br13 6.14 -3.87 -6.28
Br14 5.41 -6.96 -6.70
Br15 6.10 -5.12 -9.23
H16 7.48 -5.71 -7.26
C13 7.57 -1.16 -3.63
Br16 8.61 0.40 -4.09
Br17 8.35 -2.13 -2.15
Br18 5.72 -0.72 -3.30
H17 7.59 -1.82 -4.49
C14 2.64 1.39 -4.21
Br19 2.70 3.02 -5.25
Br20 1.94 1.69 -2.44
Br21 1.69 -0.01 -5.14
H18 3.66 1.05 -4.10
C15 4.69 6.09 -3.33
Br22 5.63 7.57 -2.52
Br23 5.21 4.40 -2.55
Br24 2.77 6.35 -3.27
H19 4.97 6.06 -4.37
C16 9.97 -7.80 -8.84
Br25 10.01 -6.16 -9.86
Br26 9.26 -7.52 -7.06
Br27 9.01 -9.20 -9.77
H20 10.99 -8.13 -8.73
C17 -7.19 8.32 6.58
Br28 -6.02 9.70 7.27
Br29 -7.33 6.83 7.79
Br30 -8.92 9.03 6.10
H21 -6.73 7.94 5.67


Record 6
A structure of composition C17H36N2O6S3Ti at a distorted geometry, computed with ωB97M-V/def2-TZVPD.

## Properties
E_tot	-89089.430	eV
gap between HOMO and LUMO (alpha / beta)	3.82 / 9.81	eV
total charge	+1
spin multiplicity	4
E_LUMO (alpha / beta)	-1.675 / -1.700	eV

CARTESIAN COORDINATES (ANGSTROEM)
Ti1 0.19 0.17 -0.33
C1 -2.17 -1.43 4.94
C2 -0.92 -0.56 5.26
O1 -0.19 -0.60 4.05
C3 -0.88 -0.98 3.06
O2 -0.55 -0.98 1.87
O3 -2.13 -1.33 3.54
H1 -3.06 -0.93 5.35
H2 -2.12 -2.40 5.42
H3 -0.45 -0.98 6.15
H4 -1.24 0.46 5.48
C4 -1.91 -0.19 -4.75
C5 -0.80 -1.13 -5.22
C6 0.66 -0.74 -4.85
C7 0.77 0.00 -3.59
N1 0.81 0.66 -2.65
H5 -1.94 0.71 -5.35
H6 -1.77 -0.01 -3.69
H7 -2.83 -0.76 -4.90
H8 -0.99 -1.36 -6.27
H9 -0.94 -2.13 -4.82
H10 1.09 -0.07 -5.58
H11 1.39 -1.55 -4.89
C8 3.68 5.01 -0.57
C9 3.80 4.78 0.95
C10 3.86 3.33 1.48
C11 2.95 2.38 0.91
N2 2.20 1.66 0.47
H12 4.58 5.01 -1.18
H13 3.28 6.02 -0.67
H14 2.89 4.37 -0.96
H15 2.88 5.27 1.26
H16 4.70 5.33 1.24
H17 3.78 3.36 2.56
H18 4.83 2.87 1.30
C12 -3.70 1.24 0.92
S1 -2.35 2.43 0.46
O4 -1.00 1.74 0.60
C13 -2.71 2.45 -1.33
H19 -3.67 1.26 2.01
H20 -3.35 0.32 0.47
H21 -4.71 1.55 0.64
H22 -1.98 3.14 -1.77
H23 -3.69 2.90 -1.46
H24 -2.73 1.45 -1.75
C14 -3.42 -2.77 -0.57
S2 -2.19 -2.09 -1.77
O5 -1.66 -0.80 -1.12
C15 -0.94 -3.33 -1.43
H25 -3.78 -3.72 -0.98
H26 -4.33 -2.17 -0.58
H27 -3.01 -2.92 0.43
H28 -0.94 -3.47 -0.35
H29 0.04 -2.96 -1.73
H30 -1.24 -4.25 -1.93
C16 2.42 -3.52 1.17
S3 3.19 -1.90 0.61
O6 1.99 -1.13 0.04
C17 3.40 -1.38 2.36
H31 2.24 -4.19 0.33
H32 1.39 -3.42 1.50
H33 3.00 -3.97 1.98
H34 2.50 -1.35 2.98
H35 3.72 -0.34 2.39
H36 4.05 -2.07 2.88